[1]
A single C5H8O molecule, computed with wB97M-V/def2-TZVPD.

Structure (XYZ):
```
14
Properties=species:S:1:pos:R:3:nbo_charge:R:1
C -2.091 0.604 0.181 -0.660
C -0.604 0.437 0.280 -0.278
C 0.221 -0.200 -0.536 0.265
O -0.179 -0.720 -1.746 -0.683
C 1.663 -0.395 -0.326 -0.226
C 2.325 -0.331 0.827 -0.364
H -2.499 1.168 1.015 0.229
H -2.541 -0.398 0.260 0.211
H -2.458 1.072 -0.731 0.215
H -0.120 0.882 1.141 0.203
H -1.139 -0.792 -1.743 0.479
H 2.129 -0.919 -1.155 0.215
H 1.901 0.085 1.732 0.192
H 3.394 -0.492 0.800 0.201
```

The value obtained for the orbital gap is 9.23 eV. The largest force on an atom is 0.0253 hartree/bohr. The relative energy (zero: lowest compared OMol25 entry of this formula, charge and spin) is 34.08 kcal per mole.

[2]
A single C4H9NO molecule, computed with wB97M-V/def2-TZVPD.

Structure (XYZ):
```
15
Properties=species:S:1:pos:R:3:nbo_charge:R:1
C 0.686 -0.398 1.310 -0.414
N 0.248 -0.319 -0.070 -0.447
C 1.358 -0.235 -0.999 -0.407
C -0.779 0.686 -0.261 -0.342
C -2.169 0.045 -0.148 0.439
O -3.211 0.651 -0.031 -0.516
H 1.238 0.503 1.645 0.166
H 1.341 -1.265 1.442 0.204
H -0.174 -0.538 1.976 0.202
H 2.007 -1.111 -0.869 0.203
H 0.977 -0.267 -2.025 0.201
H 1.977 0.676 -0.879 0.165
H -0.703 1.102 -1.276 0.229
H -0.665 1.540 0.430 0.204
H -2.130 -1.070 -0.242 0.113
```

The value obtained for the orbital gap is 9.89 eV. The largest force on an atom is 0.0201 hartree/bohr. The relative energy (zero: lowest compared OMol25 entry of this formula, charge and spin) is 40.47 kcal per mole.

[3]
2 unconnected molecules or ions with the total composition C3H7IN3, computed with wB97M-V/def2-TZVPD.

Structure (XYZ):
```
14
Properties=species:S:1:pos:R:3:nbo_charge:R:1
C -1.231 -0.831 -0.118 0.206
C 0.497 0.427 -0.212 0.276
C 2.166 -1.505 0.136 -0.440
N -0.192 -1.605 -0.005 -0.202
N -0.822 0.448 -0.174 -0.490
N 0.933 -0.797 -0.065 -0.116
I -2.772 3.226 0.090 -0.170
H -2.208 -1.168 -0.052 0.255
H 1.243 1.205 -0.234 0.261
H 3.112 -1.111 -0.106 0.255
H 2.230 -1.774 1.177 0.246
H 2.131 -2.447 -0.393 0.261
H -1.301 1.374 -0.349 0.461
H -3.786 4.560 0.305 0.196
```

Its net charge is +1. The value obtained for the orbital gap is 10.15 eV. The largest force on an atom is 0.0618 hartree/bohr. The relative energy (zero: lowest compared OMol25 entry of this formula, charge and spin) is 15.33 kcal per mole.

[4]
A molecular structure, C5H11AlO3, computed with wB97M-V/def2-TZVPD.

Structure (XYZ):
```
20
Properties=species:S:1:pos:R:3:mulliken_spin:R:1
O -0.819 1.057 1.220 0.194
C 0.559 1.108 1.030 0.029
C 1.017 0.094 -0.006 0.011
O 0.972 -1.201 0.603 0.056
C 1.446 -2.240 -0.135 -0.009
C 1.400 -3.499 0.298 0.045
Al -1.459 -0.510 1.367 0.641
H 1.070 0.917 1.993 0.004
H 0.879 2.108 0.680 0.004
H 2.030 0.333 -0.363 0.003
H 0.351 0.054 -0.882 -0.011
H 1.728 -1.985 -1.162 0.001
H 0.919 -3.760 1.241 0.002
H 1.780 -4.292 -0.344 0.000
O -1.711 2.626 -0.087 0.022
H -1.208 1.988 0.479 -0.005
C -2.138 1.937 -1.233 0.007
H -2.634 2.649 -1.908 0.000
H -1.301 1.467 -1.778 0.000
H -2.880 1.150 -1.011 0.004
```

Its net charge is +1. The value obtained for the orbital gap (spin up / spin down) is 7.76 / 4.27 eV. The expectation value of S² is 0.754. The largest force on an atom is 0.0781 hartree/bohr. The relative energy (zero: lowest compared OMol25 entry of this formula, charge and spin) is 5.14 kcal per mole. As for the spin multiplicity: 2.

[5]
2 unconnected molecules or ions with the total composition C5H11N2O, computed with wB97M-V/def2-TZVPD.

Structure (XYZ):
```
19
Properties=species:S:1:pos:R:3:nbo_charge:R:1
C -0.360 0.402 -1.631 -0.655
C -0.072 0.265 -0.145 -0.448
C -2.245 -0.123 0.133 0.888
C 1.933 -0.101 1.416 -0.682
C 1.192 -0.392 0.167 0.425
N -2.623 0.732 1.022 -0.813
N 1.699 -1.259 -0.683 -0.677
O -2.603 -0.961 -0.588 -0.430
H 0.535 0.669 -2.194 0.218
H -0.765 -0.525 -2.040 0.224
H -0.168 1.181 0.428 0.206
H 2.784 -0.767 1.534 0.237
H 2.306 0.924 1.391 0.266
H 1.287 -0.190 2.288 0.262
H -1.992 1.357 1.501 0.443
H -3.612 0.795 1.258 0.446
H -1.099 1.181 -1.803 0.239
H 2.591 -1.702 -0.515 0.425
H 1.213 -1.485 -1.539 0.426
```

Its net charge is +1. The value obtained for the orbital gap (spin up / spin down) is 8.42 / 8.42 eV. The largest force on an atom is 0.0532 hartree/bohr. The relative energy (zero: lowest compared OMol25 entry of this formula, charge and spin) is 49.87 kcal per mole.

[6]
2 unconnected molecules or ions with the total composition C6H12N, computed with wB97M-V/def2-TZVPD.

Structure (XYZ):
```
19
Properties=species:S:1:pos:R:3:nbo_charge:R:1
C 0.696 -0.173 2.176 -0.424
C 0.403 0.025 0.874 0.090
C 1.577 -1.887 -0.540 -0.218
C 0.245 -1.637 -0.928 -0.236
C -1.514 1.747 -0.966 -0.724
C -1.118 1.728 0.425 -0.207
N 0.948 -0.517 -0.352 -0.427
H 1.395 -1.044 2.443 0.207
H 0.099 0.068 3.040 0.257
H 1.692 -2.382 0.533 0.266
H 2.347 -1.920 -1.372 0.268
H 0.038 -1.758 -1.963 0.254
H -0.582 -1.948 -0.198 0.259
H -2.491 2.282 -1.100 0.274
H -1.753 0.782 -1.516 0.236
H -0.818 2.273 -1.613 0.227
H -0.503 2.539 0.818 0.219
H -1.940 1.600 1.207 0.227
H 1.279 0.222 -0.968 0.452
```

Its net charge is +1. The value obtained for the orbital gap is 9.96 eV. The largest force on an atom is 0.0886 hartree/bohr. The relative energy (zero: lowest compared OMol25 entry of this formula, charge and spin) is 128.63 kcal per mole.

[7]
A molecular structure, C6H11LuO4, computed with wB97M-V/def2-TZVPD.

Structure (XYZ):
```
22
Properties=species:S:1:pos:R:3:nbo_charge:R:1
O 0.847 -1.261 0.197 -0.634
C 1.749 -1.066 -0.894 -0.104
C 1.809 0.431 -1.084 -0.094
O 0.500 0.979 -1.029 -0.630
C 0.426 2.385 -0.753 -0.109
C -0.908 2.755 -0.120 -0.119
O -1.374 1.759 0.731 -0.894
Lu -1.020 -0.013 0.221 2.239
H 1.356 -1.597 -1.771 0.226
H 2.747 -1.457 -0.662 0.252
H 2.305 0.681 -2.032 0.252
H 2.366 0.849 -0.230 0.209
H 0.596 2.924 -1.696 0.240
H 1.204 2.596 0.000 0.202
H -1.626 3.002 -0.927 0.198
H -0.751 3.697 0.440 0.240
C -0.862 -1.085 2.107 -0.050
O 0.029 -2.008 2.200 -0.330
C 1.010 -2.224 1.172 0.226
H -1.452 -1.110 3.038 0.222
H 1.975 -2.148 1.687 0.232
H 0.858 -3.220 0.738 0.227
```

Its net charge is +2. The value obtained for the orbital gap is 8.50 eV. The largest force on an atom is 0.0725 hartree/bohr. The relative energy (zero: lowest compared OMol25 entry of this formula, charge and spin) is 0.00 kcal per mole.

[8]
2 unconnected molecules or ions with the total composition C2H9N2O, computed with wB97M-V/def2-TZVPD.

Structure (XYZ):
```
14
Properties=species:S:1:pos:R:3:nbo_charge:R:1
C 1.816 -0.399 -0.155 -0.722
C 0.778 0.579 0.322 0.433
N -0.755 2.152 0.058 -0.464
N -1.330 -1.170 -0.160 -1.069
O 0.187 1.402 -0.418 -0.168
H 2.335 -0.987 0.734 0.290
H 2.619 -0.003 -0.730 0.279
H 1.129 -0.985 -0.846 0.279
H 0.212 0.302 1.273 0.231
H -0.878 2.268 1.043 0.395
H -1.001 2.901 -0.559 0.410
H -2.122 -1.739 -0.081 0.391
H -1.201 -0.857 -1.102 0.361
H -0.567 -1.772 0.043 0.352
```

Its net charge is +1. The value obtained for the orbital gap is 9.32 eV. The largest force on an atom is 0.0716 hartree/bohr. The relative energy (zero: lowest compared OMol25 entry of this formula, charge and spin) is 120.93 kcal per mole.

Let's list calculated total energy in order: -7360.7775; -7830.5651; -15787.6282; -18092.3422; -10383.4428; -7894.4835; -48192.0309; -7237.1121 eV.